Entry 1:
A molecular structure, C3H7IN at a distorted geometry, computed with ωB97M-V/def2-TZVPD.

Each line ends with the Mulliken charge.
Element x y z (Å)
C -1.281 1.325 0.057  -0.83
C -0.005 0.975 0.335  -0.08
C 0.804 0.002 -0.425  -0.42
N 0.061 -1.597 0.103  -0.56
I 2.861 -0.202 0.062  0.51
H -1.726 2.040 0.720  0.30
H -1.692 1.057 -0.960  0.28
H 0.395 1.548 1.224  0.23
H 0.684 0.044 -1.500  0.52
H 0.262 -2.105 -0.842  0.38
H 0.536 -1.812 0.947  0.35
H -0.900 -1.274 0.279  0.33

Output
<S²> = 2.02
spin multiplicity = 3
largest force on an atom = 4.07 eV/A
total charge = +1
M = 184.00 g/mol
Kohn-Sham gap (alpha / beta) = 5.7 / 4.3 eV
relative energy (zero: lowest compared OMol25 entry of this formula, charge and spin) = 211.6 kJ/mol

---

Entry 2:
A molecular structure, C3H6NO3 at a distorted geometry, computed with ωB97M-V/def2-TZVPD.

Each line ends with the natural charge from an NBO analysis.
Element x y z (Å)
C -0.845 0.222 0.712  -0.57
C -1.070 0.806 -0.501  0.70
C 0.521 0.025 0.310  0.69
N 0.826 -1.502 -0.074  -0.73
O 0.239 0.689 -0.999  -0.51
O -2.082 1.465 -1.001  -0.62
O 1.543 0.396 0.995  -0.65
H -1.500 0.135 1.521  0.26
H 1.606 -1.934 0.578  0.46
H 1.255 -1.579 -1.039  0.46
H 0.058 -2.088 0.026  0.44
H -1.906 2.072 -1.789  0.54
H 1.354 1.291 1.261  0.52

Output
largest force on an atom = 5.22 eV/A
total charge = +1
M = 104.08 g/mol
Kohn-Sham gap = 10.0 eV
relative energy (zero: lowest compared OMol25 entry of this formula, charge and spin) = 208.3 kJ/mol